No. 1
# C21H40CuP2

C21H40CuP2 as an isolated structure (wB97M-V/def2-TZVPD, the Open Molecules 2025 dataset).

Last column: Mulliken spin population.
Cartesian coordinates (Å):
Cu  0.518  1.085  2.802  0.259
P  -0.025  -1.317  -3.576  0.001
P  0.205  1.834  -3.363  0.000
C  1.247  1.247  6.513  0.019
C  0.016  0.450  6.083  -0.035
C  1.170  3.333  -3.756  0.000
C  -1.258  1.230  6.406  -0.001
C  -0.785  -2.030  -0.885  -0.003
C  -1.557  0.385  -0.584  -0.011
C  0.100  0.251  4.580  0.217
C  -0.791  1.344  0.234  0.008
C  0.519  1.235  0.659  -0.070
C  -0.341  -0.312  -5.136  0.001
C  0.375  1.037  -5.061  0.000
C  1.278  -0.491  -1.109  0.002
C  -1.606  -1.097  -0.094  0.013
C  0.509  -1.788  -1.304  0.003
C  -0.020  -0.914  6.785  0.017
C  0.110  -0.624  3.654  0.437
C  -1.495  2.479  -3.630  0.000
C  -1.027  -2.770  -4.027  0.000
C  1.624  -1.928  -4.092  0.000
C  0.095  -2.024  3.189  0.039
C  1.441  0.080  0.317  0.037
H  -1.532  2.971  -4.611  0.000
H  0.862  -1.510  6.522  0.000
H  -2.657  -1.421  -0.175  0.000
H  -1.254  2.206  5.911  0.005
H  0.335  -2.035  2.116  0.009
H  -2.145  0.679  6.076  0.001
H  -2.066  -2.451  -4.178  0.000
H  1.039  2.155  1.000  0.057
H  -1.265  0.411  -1.650  0.003
H  2.292  -0.648  -1.528  -0.002
H  -1.715  3.204  -2.838  0.000
H  -0.880  -2.526  3.321  0.002
H  1.385  -0.734  1.055  -0.017
H  -1.346  2.225  0.562  -0.002
H  -1.432  -0.209  -5.262  0.000
H  -0.625  -3.202  -4.953  0.000
H  1.455  0.933  -5.262  0.000
H  0.731  3.843  -4.624  0.000
H  -0.985  -3.498  -3.211  0.000
H  -0.921  -1.467  6.490  0.000
H  1.522  -2.323  -5.111  0.000
H  1.152  3.990  -2.880  0.000
H  -1.350  1.392  7.487  0.002
H  0.855  0.315  -1.749  0.003
H  -1.210  -3.021  -1.064  -0.001
H  2.170  0.722  6.242  0.003
H  2.206  3.044  -3.974  0.000
H  2.372  -1.126  -4.072  0.000
H  1.256  2.229  6.029  -0.002
H  -0.049  1.748  -5.788  0.000
H  2.478  0.457  0.381  0.005
H  -1.379  -1.141  0.985  -0.016
H  -2.237  1.671  -3.589  0.000
H  -2.592  0.764  -0.594  0.000
H  -0.037  -0.798  7.878  0.000
H  0.047  -0.923  -5.967  0.000
H  1.158  -2.665  -1.474  0.000
H  0.863  -2.628  3.708  0.013
H  1.260  1.400  7.599  0.001
H  1.937  -2.728  -3.415  0.000

Its relative energy (zero: lowest compared OMol25 entry of this formula, charge and spin) is 0.00 kJ/mol. The calculation puts the HOMO energy (spin up / spin down) at -0.17505 / -0.24986 Ha. The expectation value of S² is 0.755. The value obtained for the orbital gap (spin up / spin down) is 5.32 / 7.22 eV. Its spin multiplicity is 2.

=====

No. 2
# C21H40F3N4O13

A 5-piece molecular cluster, C21H40F3N4O13 overall (wB97M-V/def2-TZVPD, the Open Molecules 2025 dataset).

Last column: Löwdin charge in e.
Cartesian coordinates (Å):
F  1.836  1.518  1.970  0.164
F  -0.285  0.919  2.051  0.171
F  0.930  0.875  3.820  0.126
O  0.217  2.973  -5.234  0.038
O  4.066  -0.503  -1.950  0.112
O  3.934  -4.925  5.104  0.008
O  5.192  -2.466  -1.974  0.012
O  -0.519  3.022  4.184  0.024
O  -1.768  3.751  -6.005  0.123
O  2.511  -3.344  4.721  0.039
O  -6.245  -0.972  -0.665  -0.028
O  -5.752  -2.673  0.580  0.029
O  -7.258  -2.952  -1.086  0.142
O  5.854  -0.920  -0.621  0.045
O  4.476  -2.817  5.720  0.125
O  0.164  3.947  -7.162  0.011
N  -1.121  3.399  1.069  -0.080
N  -2.178  2.766  -0.695  0.187
N  -2.290  2.934  1.498  0.197
N  -4.154  1.984  0.444  0.208
C  -0.579  4.524  -8.239  -0.034
C  -6.910  -0.437  -1.814  -0.041
C  -6.502  -2.274  -0.447  -0.607
C  4.568  0.438  0.939  -0.075
C  -5.139  -4.953  -0.046  -0.064
C  -0.432  2.482  -4.060  -0.234
C  3.715  -3.615  5.237  -0.604
C  2.850  -1.160  3.693  -0.076
C  0.707  1.560  2.677  -0.568
C  5.725  0.381  -0.036  -0.203
C  4.953  -1.221  -1.558  -0.604
C  5.234  -5.343  5.525  -0.037
C  2.125  -1.966  4.751  -0.205
C  4.236  -2.961  -2.913  -0.039
C  -1.028  3.313  -0.250  -0.013
C  -2.945  2.538  0.363  -0.367
C  -1.215  1.216  -4.343  -0.061
C  -5.871  -4.062  0.936  -0.204
C  0.384  3.012  3.086  -0.229
C  -0.036  3.929  1.910  -0.011
C  -0.582  3.581  -6.121  -0.604
H  -2.601  2.893  2.461  0.192
H  -7.984  -0.611  -1.766  0.100
H  -4.802  2.327  1.138  0.128
H  -5.580  -4.893  -1.041  0.075
H  4.136  -2.291  -3.766  0.096
H  0.359  2.263  -3.341  0.115
H  3.925  -1.141  3.875  0.079
H  4.666  -0.342  1.696  0.069
H  -4.463  1.224  -0.152  0.124
H  2.490  -0.138  3.676  0.043
H  5.255  -6.430  5.485  0.095
H  -6.732  0.637  -1.826  0.085
H  -1.240  3.639  4.003  0.090
H  -5.172  -5.992  0.281  0.085
H  3.616  0.275  0.434  0.066
H  5.990  -4.952  4.845  0.100
H  -0.158  3.605  -0.841  0.165
H  5.635  1.140  -0.815  0.125
H  0.839  4.227  1.315  0.155
H  -2.030  1.403  -5.041  0.077
H  -6.493  -0.870  -2.723  0.103
H  -0.569  0.463  -4.799  0.087
H  4.531  1.410  1.435  0.079
H  2.702  -1.605  2.705  0.092
H  0.138  4.889  -8.971  0.096
H  -0.417  4.867  2.371  0.155
H  3.273  -3.105  -2.424  0.098
H  4.597  -3.924  -3.266  0.096
H  2.278  -1.550  5.749  0.129
H  -5.422  -4.162  1.923  0.122
H  -4.096  -4.643  -0.138  0.082
H  -6.922  -4.340  1.028  0.127
H  -1.066  3.259  -3.623  0.110
H  5.439  -5.027  6.546  0.097
H  1.328  3.436  3.489  0.179
H  -1.186  5.360  -7.897  0.097
H  6.658  0.572  0.494  0.126
H  1.053  -1.946  4.553  0.120
H  -1.638  0.811  -3.422  0.069
H  -1.204  3.765  -8.709  0.101

The calculation puts the HOMO energy at -0.45119 Ha. The value obtained for the orbital gap is 8.61 eV. Its net charge is +1.

=====

No. 3
# C21H40GeNO5Ti

C21H40GeNO5Ti as an isolated structure (wB97M-V/def2-TZVPD, the Open Molecules 2025 dataset).

Last column: Mulliken spin population.
Cartesian coordinates (Å):
Ge  0.457  2.532  1.346  0.005
Ti  0.453  0.248  -0.418  1.059
O  -0.078  2.276  -0.511  0.100
O  1.851  1.372  0.748  0.029
O  1.318  -1.670  0.275  0.018
O  -0.504  0.941  1.656  -0.036
O  1.728  -1.467  -2.342  0.000
N  -1.003  -1.159  -0.851  0.026
C  -1.658  -3.474  -0.650  -0.076
C  0.206  -2.456  0.737  0.014
C  -0.956  2.712  -2.688  0.014
C  -1.900  3.845  -0.669  -0.002
C  0.404  4.423  -1.479  -0.003
C  -1.042  0.078  3.825  -0.004
C  -1.583  0.766  2.575  -0.024
C  -1.988  -1.018  -1.785  0.216
C  -0.632  3.312  -1.328  -0.009
C  3.710  2.471  1.811  0.001
C  -2.201  2.110  2.959  0.000
C  1.489  -1.871  -3.675  -0.030
C  -2.647  -0.097  1.907  0.019
C  -2.812  -2.044  -2.169  -0.098
C  2.787  0.319  2.711  0.002
C  3.996  0.363  0.512  -0.001
C  -2.660  -3.314  -1.602  0.238
C  2.375  0.815  -2.866  0.022
C  3.076  1.130  1.452  0.009
C  1.504  -0.086  -2.037  -0.682
C  -0.876  -2.401  -0.287  0.170
H  -0.111  -1.960  1.660  0.013
H  3.714  0.088  3.239  0.000
H  2.354  1.824  -2.449  -0.011
H  -1.840  -0.105  4.547  -0.001
H  -2.078  -0.036  -2.229  0.018
H  0.515  -3.473  0.978  0.001
H  0.473  -1.600  -3.982  0.006
H  0.668  4.841  -0.505  0.001
H  4.150  0.932  -0.405  -0.002
H  -2.381  4.589  -1.308  0.000
H  -0.282  0.702  4.300  0.000
H  -2.604  3.028  -0.497  0.000
H  2.290  -0.615  2.448  0.006
H  4.677  2.316  2.293  0.000
H  -3.006  0.383  0.994  0.005
H  -0.088  2.187  -3.086  -0.002
H  4.964  0.195  0.989  0.000
H  1.581  -1.979  -0.625  0.010
H  -0.582  -0.878  3.569  -0.001
H  3.563  -0.601  0.250  0.002
H  -1.782  2.003  -2.605  -0.002
H  3.079  3.038  2.498  0.000
H  -1.482  2.745  3.479  0.000
H  -1.480  -4.432  -0.178  -0.009
H  -2.251  -1.076  1.638  -0.003
H  -1.674  4.319  0.289  0.000
H  1.598  -2.954  -3.715  0.004
H  -3.495  -0.245  2.579  0.000
H  2.202  -1.418  -4.369  -0.003
H  2.051  0.892  -3.913  -0.020
H  2.138  0.879  3.390  -0.001
H  -2.554  2.638  2.070  -0.001
H  3.419  0.473  -2.874  -0.008
H  1.310  4.029  -1.943  0.000
H  0.017  5.232  -2.102  0.000
H  -3.053  1.955  3.622  0.001
H  -1.254  3.495  -3.388  -0.001
H  -3.292  -4.140  -1.894  0.025
H  -3.569  -1.854  -2.917  -0.005
H  3.863  3.066  0.909  0.000

Its relative energy (zero: lowest compared OMol25 entry of this formula, charge and spin) is 28.42 kJ/mol. The calculation puts the HOMO energy (spin up / spin down) at -0.18524 / -0.22657 Ha. The expectation value of S² is 1.164. The value obtained for the orbital gap (spin up / spin down) is 5.59 / 6.82 eV. Its spin multiplicity is 2.

=====

Number 1: calculated total energy -85636.855 eV, largest force on an atom 3.3 eV/Å. Number 2: calculated total energy -63149.824 eV, largest force on an atom 3.8 eV/Å. Number 3: calculated total energy -113785.852 eV, largest force on an atom 0.4 eV/Å.